Entry 1:
{"formula": "C16H22N2O2", "method": "ωB97M-V/def2-TZVPD", "smiles": "CCc1cccc2c1NC(=O)[C@]2(O)N1CCC[C@@H](C)C1", "relative_energy_kcal_mol": 21.2, "charge": 0, "homo_energy_ev": -8.261, "homo_lumo_gap_ev": 9.0, "species": ["C", "H", "H", "H", "C", "C", "C", "C", "C", "C", "C", "H", "H", "H", "C", "N", "C", "H", "C", "C", "H", "H", "H", "C", "C", "C", "H", "H", "H", "H", "H", "H", "H", "H", "O", "H", "C", "O", "N", "H", "H", "H"], "coordinates": [[-4.92, -0.74, -0.76], [-4.54, -1.65, -1.22], [-5.73, -0.35, -1.39], [-5.34, -0.99, 0.21], [-3.83, 0.31, -0.63], [-2.64, -0.11, 0.19], [-1.56, 0.76, 0.32], [-0.42, 0.43, 1.06], [-0.36, -0.75, 1.76], [-1.43, -1.63, 1.65], [-2.54, -1.32, 0.87], [-3.34, -2.03, 0.81], [-1.41, -2.56, 2.19], [0.48, -0.98, 2.40], [0.57, 1.57, 0.94], [1.77, 1.33, 0.16], [2.68, 0.31, 0.65], [2.59, 0.28, 1.73], [2.46, -1.10, 0.05], [3.55, -2.04, 0.54], [3.55, -2.11, 1.62], [4.53, -1.69, 0.22], [3.39, -3.04, 0.13], [2.43, -1.01, -1.47], [1.37, 0.00, -1.91], [1.71, 1.36, -1.29], [0.99, 2.12, -1.61], [2.70, 1.67, -1.64], [0.39, -0.33, -1.57], [1.35, 0.09, -3.00], [2.21, -2.00, -1.90], [3.41, -0.69, -1.84], [1.49, -1.48, 0.38], [3.69, 0.63, 0.39], [0.95, 2.03, 2.21], [1.42, 2.86, 2.09], [-0.28, 2.65, 0.22], [0.01, 3.81, 0.06], [-1.43, 2.05, -0.19], [-2.19, 2.55, -0.63], [-3.48, 0.58, -1.63], [-4.26, 1.21, -0.19]]}

---

Entry 2:
{"formula": "C6H14O", "method": "ωB97M-V/def2-TZVPD", "relative_energy_kcal_mol": 103.0, "charge": 0, "homo_energy_ev": -9.062, "homo_lumo_gap_ev": 9.5, "species": ["C", "C", "C", "C", "C", "C", "O", "H", "H", "H", "H", "H", "H", "H", "H", "H", "H", "H", "H", "H", "H"], "coordinates": [[-3.35, 0.01, 0.25], [-2.08, 0.61, -0.26], [-0.85, 0.44, 0.61], [0.39, 0.34, -0.28], [1.65, -0.12, 0.42], [2.76, -0.39, -0.58], [3.90, -0.82, 0.12], [-3.03, -1.60, 0.32], [-4.21, 0.73, 0.21], [-3.52, -0.48, 1.14], [-1.90, 0.03, -1.17], [-2.17, 1.66, -0.60], [-0.75, 1.25, 1.35], [-0.97, -0.50, 1.18], [0.56, 1.31, -0.78], [0.15, -0.37, -1.08], [2.00, 0.62, 1.15], [1.45, -1.04, 0.98], [2.42, -1.15, -1.30], [2.97, 0.53, -1.16], [4.58, -1.05, -0.52]]}

---

Entry 3:
{"formula": "H22O11", "method": "ωB97M-V/def2-TZVPD", "relative_energy_kcal_mol": 182.4, "charge": 0, "homo_energy_ev": -7.582, "homo_lumo_gap_ev": 7.4, "species": ["H", "H", "H", "H", "H", "H", "H", "H", "H", "H", "H", "H", "H", "H", "H", "H", "H", "H", "H", "H", "H", "H", "O", "O", "O", "O", "O", "O", "O", "O", "O", "O", "O"], "coordinates": [[-0.29, 0.00, -0.27], [-1.00, -1.18, -0.95], [-0.32, 3.61, -2.13], [-0.24, 4.14, -3.73], [2.86, -1.50, -2.94], [2.02, -0.61, -3.70], [2.82, 0.34, 0.30], [4.33, 0.46, 0.36], [-0.20, 1.99, 3.81], [0.93, 1.20, 4.45], [-0.82, -5.69, 1.73], [-1.14, -5.92, 0.23], [-2.35, -0.33, 0.63], [-1.48, -0.73, 1.96], [0.18, 3.83, 1.18], [0.68, 3.71, -0.29], [1.08, -1.05, 1.31], [-0.33, -1.78, 1.30], [0.64, 0.51, -2.98], [1.25, 1.86, -2.62], [-4.19, -1.13, 2.03], [-4.96, -1.72, 0.72], [-1.16, -0.34, -0.54], [-0.39, 4.37, -2.76], [2.71, -1.34, -3.86], [3.58, -0.19, 0.50], [0.10, 1.08, 3.92], [-0.96, -5.24, 0.87], [-1.44, -0.28, 1.10], [0.44, 4.31, 0.38], [0.59, -1.92, 1.16], [1.19, 0.95, -2.22], [-4.12, -1.41, 1.05]]}

---

Entry 4:
{"formula": "C5H15NO2", "method": "ωB97M-V/def2-TZVPD", "smiles": "CN1CCCC1.O.O", "relative_energy_kcal_mol": 28.0, "charge": 0, "homo_energy_ev": -8.113, "homo_lumo_gap_ev": 8.8, "species": ["C", "N", "C", "C", "C", "C", "H", "H", "H", "H", "H", "H", "H", "H", "H", "H", "H", "H", "H", "O", "H", "H", "O"], "coordinates": [[1.92, 0.85, -0.60], [1.01, 0.68, 0.52], [0.32, -0.57, 0.60], [-0.89, -0.34, 1.52], [-1.11, 1.18, 1.51], [0.10, 1.79, 0.78], [1.66, 0.21, -1.45], [2.95, 0.58, -0.32], [1.97, 1.91, -0.85], [-0.04, -0.91, -0.39], [0.95, -1.37, 1.02], [-0.72, -0.73, 2.50], [-1.74, -0.88, 1.10], [-1.16, 1.53, 2.53], [-2.04, 1.47, 1.05], [-0.18, 2.35, -0.12], [0.62, 2.48, 1.44], [-0.17, 1.01, -3.86], [-0.76, 0.88, -2.46], [-0.39, 0.35, -3.19], [-0.39, -3.64, 0.00], [-0.85, -4.54, -1.13], [-1.05, -4.30, -0.21]]}

---

Entry 5:
{"formula": "C2H8N2O", "method": "ωB97M-V/def2-TZVPD", "smiles": "[H]/N=C\\N.CO", "relative_energy_kcal_mol": 43.1, "charge": 0, "homo_energy_ev": -9.127, "homo_lumo_gap_ev": 9.8, "species": ["C", "O", "H", "H", "H", "N", "C", "N", "H", "H", "H", "H", "H"], "coordinates": [[1.17, 1.40, 1.77], [1.35, 0.82, 0.48], [1.60, 0.79, 2.57], [1.79, 2.30, 1.89], [0.11, 1.61, 1.90], [-1.49, -0.96, -2.59], [-1.46, -1.55, -1.47], [-0.62, -1.32, -0.39], [1.69, 1.53, -0.10], [-0.65, -0.42, -2.77], [-2.17, -2.36, -1.27], [-0.25, -0.38, -0.51], [-1.08, -1.46, 0.49]]}

---

Entry 6:
{"formula": "C34H72B2F8N10O2", "method": "ωB97M-V/def2-TZVPD", "relative_energy_kcal_mol": 0.0, "charge": 4, "homo_energy_ev": -17.069, "homo_lumo_gap_ev": 9.4, "species": ["C", "C", "N", "C", "C", "N", "C", "C", "H", "H", "H", "H", "H", "H", "H", "H", "H", "H", "H", "C", "C", "N", "C", "C", "N", "C", "C", "H", "H", "H", "H", "H", "H", "H", "H", "H", "H", "H", "C", "C", "N", "C", "C", "N", "C", "C", "H", "H", "H", "H", "H", "H", "H", "H", "H", "H", "H", "C", "C", "N", "C", "C", "N", "C", "C", "H", "H", "H", "H", "H", "H", "H", "H", "H", "H", "H", "C", "N", "C", "C", "C", "C", "O", "H", "H", "H", "H", "H", "H", "H", "H", "H", "H", "H", "H", "H", "H", "C", "N", "C", "C", "C", "C", "O", "H", "H", "H", "H", "H", "H", "H", "H", "H", "H", "H", "H", "H", "H", "B", "F", "F", "F", "F", "B", "F", "F", "F", "F"], "coordinates": [[-1.82, 2.76, -7.28], [-1.59, 3.37, -5.91], [-2.62, 2.95, -4.95], [-3.83, 3.58, -4.77], [-4.54, 2.81, -3.91], [-3.75, 1.76, -3.54], [-2.59, 1.87, -4.17], [-4.10, 0.72, -2.55], [-0.94, 2.98, -7.89], [-2.63, 3.26, -7.82], [-2.00, 1.69, -7.27], [-1.64, 4.46, -5.92], [-0.62, 3.07, -5.52], [-4.13, 4.43, -5.36], [-5.55, 2.89, -3.54], [-1.75, 1.21, -4.03], [-5.03, 1.00, -2.07], [-3.26, 0.67, -1.86], [-4.23, -0.25, -3.03], [-5.45, -4.17, 7.45], [-6.12, -3.66, 6.18], [-5.18, -3.44, 5.09], [-5.03, -4.29, 4.00], [-4.11, -3.72, 3.20], [-3.72, -2.53, 3.78], [-4.42, -2.37, 4.90], [-2.79, -1.59, 3.17], [-4.59, -4.82, 7.26], [-6.12, -4.78, 8.06], [-5.04, -3.37, 8.06], [-6.73, -2.80, 6.43], [-6.85, -4.41, 5.84], [-5.62, -5.19, 3.94], [-3.63, -4.08, 2.31], [-4.43, -1.53, 5.57], [-1.87, -2.13, 2.93], [-2.50, -0.80, 3.86], [-3.19, -1.20, 2.24], [3.11, -2.33, -7.27], [3.61, -2.28, -5.84], [3.74, -0.89, -5.35], [4.55, 0.10, -5.86], [4.31, 1.22, -5.14], [3.46, 0.87, -4.11], [3.13, -0.41, -4.27], [2.80, 1.78, -3.17], [3.77, -1.80, -7.96], [2.17, -1.78, -7.32], [3.03, -3.35, -7.62], [4.59, -2.75, -5.71], [2.96, -2.80, -5.15], [5.14, -0.08, -6.74], [4.64, 2.22, -5.33], [2.43, -0.93, -3.64], [2.51, 2.71, -3.64], [3.45, 1.90, -2.30], [1.92, 1.26, -2.78], [5.41, -0.59, -0.07], [5.47, 0.46, 1.01], [4.77, 1.71, 0.64], [5.39, 2.83, 0.13], [4.46, 3.80, 0.03], [3.33, 3.33, 0.68], [3.53, 2.06, 0.98], [2.06, 4.03, 0.80], [6.06, -1.42, 0.16], [5.61, -0.20, -1.07], [4.40, -1.01, -0.18], [6.46, 0.78, 1.30], [4.96, 0.10, 1.91], [6.42, 2.86, -0.17], [4.45, 4.77, -0.43], [2.82, 1.50, 1.58], [2.10, 4.99, 0.30], [1.83, 4.20, 1.85], [1.29, 3.44, 0.30], [-4.98, 3.65, 2.10], [-3.70, 3.29, 1.40], [-2.71, 2.82, 2.41], [-4.02, 2.12, 0.52], [-3.23, 4.46, 0.62], [-1.91, 4.32, -0.13], [-2.11, 3.54, -1.30], [-5.51, 2.75, 2.41], [-5.61, 4.22, 1.43], [-4.75, 4.23, 2.99], [-1.86, 2.39, 1.88], [-3.21, 2.08, 3.03], [-2.42, 3.67, 3.03], [-4.67, 2.36, -0.31], [-4.56, 1.39, 1.12], [-3.11, 1.62, 0.19], [-3.14, 5.29, 1.33], [-3.98, 4.73, -0.12], [-1.08, 3.91, 0.46], [-1.67, 5.34, -0.45], [-1.30, 3.53, -1.83], [5.33, -5.24, 2.11], [4.68, -4.32, 3.09], [3.84, -5.18, 4.00], [5.77, -3.68, 3.90], [3.85, -3.33, 2.31], [3.12, -2.27, 3.08], [4.01, -1.41, 3.78], [6.04, -5.87, 2.63], [5.89, -4.68, 1.36], [4.56, -5.79, 1.58], [3.00, -5.59, 3.44], [3.50, -4.56, 4.83], [4.47, -6.00, 4.33], [6.33, -4.48, 4.39], [5.35, -3.07, 4.69], [6.40, -3.12, 3.23], [3.10, -3.95, 1.81], [4.52, -2.89, 1.57], [2.40, -2.69, 3.79], [2.51, -1.72, 2.35], [3.51, -0.62, 3.99], [-5.25, -1.87, -0.33], [-6.36, -2.58, 0.07], [-4.99, -2.02, -1.70], [-5.54, -0.45, -0.13], [-4.13, -2.23, 0.45], [0.29, 0.65, 0.25], [0.16, 1.52, -0.87], [1.47, -0.13, 0.05], [0.41, 1.45, 1.41], [-0.80, -0.20, 0.35]]}

---

Entry 7:
{"formula": "C31H43NO11PtS4SeSi", "method": "ωB97M-V/def2-TZVPD", "spin_multiplicity": 5, "relative_energy_kcal_mol": 9.2, "s2": 6.0155, "charge": 0, "homo_energy_ev": [-8.614, -9.477], "homo_lumo_gap_ev": [8.2, 6.4], "species": ["Pt", "O", "S", "O", "O", "C", "C", "C", "C", "C", "C", "S", "O", "O", "O", "H", "H", "H", "H", "C", "C", "C", "C", "C", "C", "C", "S", "O", "O", "N", "C", "C", "C", "O", "O", "H", "H", "H", "H", "H", "H", "H", "H", "H", "H", "H", "H", "C", "S", "C", "H", "H", "H", "H", "H", "H", "C", "Si", "C", "C", "Se", "H", "H", "H", "H", "H", "H", "H", "H", "H", "C", "C", "C", "C", "C", "C", "C", "O", "C", "C", "C", "H", "H", "H", "H", "H", "H", "H", "H", "H", "H", "H", "H"], "coordinates": [[0.66, -2.01, -0.65], [1.99, -2.51, 3.03], [0.81, -1.87, 2.55], [-0.24, -1.57, 3.49], [0.17, -2.61, 1.37], [1.29, -0.30, 1.82], [0.43, 0.76, 2.11], [0.70, 2.04, 1.65], [1.85, 2.27, 0.91], [2.69, 1.22, 0.60], [2.43, -0.07, 1.03], [3.57, -1.32, 0.42], [4.11, -0.75, -0.79], [4.51, -1.67, 1.45], [2.67, -2.49, 0.09], [-0.44, 0.56, 2.73], [0.03, 2.85, 1.89], [2.07, 3.27, 0.56], [3.56, 1.38, -0.02], [3.64, 5.98, 2.63], [2.52, 5.88, 1.63], [2.79, 5.94, 0.26], [1.77, 5.80, -0.67], [0.47, 5.59, -0.23], [0.18, 5.55, 1.12], [1.21, 5.70, 2.04], [-0.83, 5.43, -1.41], [-2.00, 5.00, -0.68], [-0.88, 6.60, -2.23], [-0.29, 4.23, -2.38], [-0.57, 2.85, -2.01], [0.37, 1.90, -2.74], [-0.02, 0.46, -2.44], [-0.93, -0.09, -3.05], [0.69, -0.08, -1.50], [4.49, 6.51, 2.22], [3.97, 4.98, 2.93], [3.31, 6.50, 3.53], [3.80, 6.10, -0.08], [1.98, 5.84, -1.73], [-0.84, 5.40, 1.44], [0.99, 5.66, 3.10], [-0.48, 4.47, -3.35], [-1.61, 2.58, -2.22], [-0.42, 2.76, -0.93], [1.40, 2.08, -2.42], [0.28, 2.05, -3.81], [0.38, -2.91, -4.00], [1.76, -2.67, -2.87], [2.54, -1.22, -3.59], [0.77, -3.07, -5.00], [-0.29, -2.04, -3.97], [-0.16, -3.80, -3.68], [1.78, -0.52, -3.93], [3.14, -1.55, -4.44], [3.17, -0.78, -2.82], [2.39, -5.34, 1.75], [1.96, -5.78, 0.01], [1.31, -7.53, -0.10], [3.28, -5.44, -1.24], [0.03, -4.58, -0.72], [3.12, -6.08, 2.09], [1.53, -5.39, 2.42], [2.81, -4.34, 1.83], [2.11, -8.23, 0.17], [0.97, -7.79, -1.10], [0.49, -7.69, 0.60], [4.13, -6.09, -1.02], [3.61, -4.41, -1.16], [2.96, -5.64, -2.26], [-7.25, -0.44, 2.40], [-5.92, -0.57, 1.72], [-5.28, -1.79, 1.63], [-4.06, -1.94, 0.98], [-3.41, -3.30, 0.96], [-3.46, -0.79, 0.42], [-2.16, -0.86, -0.22], [-1.64, -1.89, -0.64], [-4.09, 0.47, 0.52], [-3.48, 1.71, -0.07], [-5.31, 0.56, 1.17], [-7.49, -1.34, 2.97], [-8.04, -0.28, 1.67], [-7.26, 0.41, 3.08], [-5.73, -2.67, 2.08], [-3.97, -3.98, 1.60], [-2.38, -3.25, 1.32], [-3.38, -3.70, -0.05], [-1.61, 0.09, -0.32], [-3.29, 1.59, -1.13], [-2.53, 1.97, 0.41], [-4.14, 2.56, 0.06], [-5.80, 1.52, 1.24]]}

---

Entry 8:
{"formula": "C4H8O2S2", "method": "ωB97M-V/def2-TZVPD", "smiles": "CO[C@@H](CS)OC=S", "relative_energy_kcal_mol": 72.6, "charge": 0, "homo_energy_ev": -8.981, "homo_lumo_gap_ev": 9.3, "species": ["C", "C", "C", "C", "H", "H", "H", "H", "H", "H", "H", "H", "O", "O", "S", "S"], "coordinates": [[0.04, 2.11, -0.08], [-0.26, -0.36, 0.13], [-1.09, -1.47, -0.44], [2.15, -0.66, 0.25], [1.00, 2.08, -0.76], [0.05, 2.33, 0.99], [-0.65, 2.86, -0.40], [-0.05, -0.45, 1.24], [-0.50, -2.46, -0.21], [-0.96, -1.28, -1.52], [-2.69, 0.09, 0.12], [1.95, -0.48, 1.36], [-0.80, 0.84, -0.25], [1.02, -0.63, -0.42], [-2.87, -1.39, 0.08], [3.65, -1.12, -0.09]]}

---

Entry 9:
{"formula": "C51H59BrFNO4S", "method": "ωB97M-V/def2-TZVPD", "smiles": "CC[C@H](Br)N(CCCCOC(C)=O)S(=O)(=O)F.c1ccccc1.c1ccccc1.c1ccccc1.c1ccccc1.c1ccccc1.c1ccccc1.c1ccccc1", "charge": 0, "homo_energy_ev": -9.282, "homo_lumo_gap_ev": 9.0, "species": ["C", "C", "C", "Br", "N", "C", "C", "C", "C", "O", "C", "C", "O", "S", "O", "O", "F", "H", "H", "H", "H", "H", "H", "H", "H", "H", "H", "H", "H", "H", "H", "H", "H", "H", "C", "C", "C", "C", "C", "C", "H", "H", "H", "H", "H", "H", "C", "C", "C", "C", "C", "C", "H", "H", "H", "H", "H", "H", "C", "C", "C", "C", "C", "C", "H", "H", "H", "H", "H", "H", "C", "C", "C", "C", "C", "C", "H", "H", "H", "H", "H", "H", "C", "C", "C", "C", "C", "C", "H", "H", "H", "H", "H", "H", "C", "C", "C", "C", "C", "C", "H", "H", "H", "H", "H", "H", "C", "C", "C", "C", "C", "C", "H", "H", "H", "H", "H", "H"], "coordinates": [[-0.36, 1.00, 2.75], [-1.80, 0.33, 2.58], [-1.77, -1.29, 2.76], [-2.02, -2.06, 0.96], [-2.86, -1.62, 3.74], [-3.34, -3.04, 3.65], [-4.76, -3.06, 2.87], [-6.03, -3.06, 3.84], [-6.96, -1.80, 3.45], [-6.59, -0.62, 4.20], [-7.01, 0.56, 3.55], [-6.02, 1.82, 3.68], [-8.07, 0.68, 2.91], [-2.32, -1.44, 5.38], [-3.48, -1.46, 6.35], [-1.29, -2.48, 5.74], [-1.56, 0.04, 5.62], [0.02, 0.78, 3.80], [-0.49, 2.12, 2.60], [0.33, 0.53, 1.95], [-2.58, 0.74, 3.31], [-2.23, 0.56, 1.53], [-0.73, -1.52, 3.19], [-2.59, -3.77, 3.23], [-3.59, -3.42, 4.71], [-4.79, -2.05, 2.31], [-4.79, -3.85, 2.05], [-5.65, -2.87, 4.91], [-6.60, -4.04, 3.75], [-8.05, -2.09, 3.66], [-6.87, -1.59, 2.33], [-6.60, 2.81, 3.63], [-5.51, 1.76, 4.70], [-5.26, 1.83, 2.83], [5.27, -0.69, 1.36], [4.83, -2.01, 1.35], [3.60, -2.34, 1.92], [2.81, -1.35, 2.49], [3.24, -0.03, 2.49], [4.47, 0.30, 1.93], [6.22, -0.44, 0.92], [5.44, -2.79, 0.91], [3.26, -3.37, 1.92], [1.85, -1.61, 2.93], [2.62, 0.75, 2.93], [4.82, 1.33, 1.94], [1.12, 6.34, 3.30], [0.88, 5.10, 3.88], [1.70, 4.02, 3.58], [2.76, 4.18, 2.70], [3.01, 5.42, 2.12], [2.18, 6.50, 2.42], [0.48, 7.18, 3.53], [0.05, 4.98, 4.57], [1.50, 3.05, 4.03], [3.41, 3.33, 2.47], [3.84, 5.54, 1.44], [2.37, 7.46, 1.96], [-2.32, 0.34, -2.24], [-2.53, 1.52, -2.94], [-1.53, 2.49, -2.98], [-0.33, 2.28, -2.32], [-0.12, 1.09, -1.62], [-1.12, 0.13, -1.57], [-3.10, -0.42, -2.21], [-3.47, 1.69, -3.46], [-1.70, 3.42, -3.52], [0.45, 3.03, -2.35], [0.82, 0.92, -1.10], [-0.96, -0.80, -1.02], [-5.99, 0.77, -2.79], [-5.94, 1.69, -1.75], [-6.62, 1.43, -0.56], [-7.35, 0.25, -0.41], [-7.39, -0.66, -1.46], [-6.72, -0.40, -2.65], [-5.47, 0.98, -3.72], [-5.37, 2.61, -1.86], [-6.59, 2.15, 0.25], [-7.87, 0.05, 0.51], [-7.96, -1.58, -1.35], [-6.77, -1.12, -3.47], [6.51, 1.31, -2.85], [6.27, 0.07, -2.27], [7.09, -1.01, -2.57], [8.16, -0.85, -3.45], [8.40, 0.39, -4.03], [7.58, 1.47, -3.73], [5.87, 2.15, -2.62], [5.44, -0.05, -1.58], [6.90, -1.98, -2.12], [8.80, -1.70, -3.68], [9.24, 0.51, -4.71], [7.77, 2.43, -4.19], [-4.00, 0.27, -6.09], [-2.77, 0.06, -6.71], [-2.51, 0.63, -7.95], [-3.47, 1.43, -8.57], [-4.69, 1.64, -7.95], [-4.96, 1.06, -6.71], [-4.20, -0.18, -5.13], [-2.02, -0.56, -6.23], [-1.55, 0.46, -8.44], [-3.26, 1.88, -9.53], [-5.44, 2.26, -8.43], [-5.92, 1.23, -6.23], [8.61, -3.43, -0.14], [8.37, -4.66, 0.44], [9.19, -5.75, 0.14], [10.25, -5.59, -0.74], [10.50, -4.35, -1.32], [9.67, -3.27, -1.02], [7.96, -2.58, 0.09], [7.54, -4.79, 1.13], [8.99, -6.72, 0.59], [10.90, -6.43, -0.97], [11.33, -4.22, -2.00], [9.86, -2.30, -1.48]]}

---

Across the entries above, energy takes the values -24025.25862; -8492.42737; -22873.60420; -11012.73168; -7230.45936; -78494.29508; -176667.91924; -30040.64407; -147115.62800 eV, respectively.